C16H13CoF7N6O6SSb as an isolated structure in a non-equilibrium geometry. Source: the Open Molecules 2025 dataset; level of theory: wB97M-V/def2-TZVPD.

## Properties
**E_HOMO**: -8.6 eV
**Lowest unoccupied orbital energy**: -1.6 eV
**Maximum force**: 1.14 eV Å⁻¹
**Orbital gap**: 0.2582 hartree
**ΔE to the lowest compared entry with this formula, charge and spin**: 2.2 kcal per mole
**Total energy**: -4117.95772 hartree

CARTESIAN COORDINATES (ANGSTROEM)
Sb  0.719  3.664  -0.777
Co  0.066  0.805  0.309
S  2.947  -0.399  -0.730
F  0.686  2.552  0.902
F  0.145  1.835  -1.356
F  0.601  4.338  -2.509
F  2.472  3.082  -1.004
F  -1.093  4.011  -0.458
F  1.248  5.191  0.146
F  -4.121  4.551  -2.898
O  2.371  -0.030  -1.986
O  -5.986  4.835  -0.860
O  -5.113  0.613  0.595
O  4.210  0.107  -0.292
O  -1.822  1.273  0.350
O  -0.969  -0.455  -0.592
N  2.670  -0.537  2.561
N  3.064  -6.287  -0.277
N  1.792  0.021  0.369
N  -4.020  1.349  -1.264
N  -5.549  2.711  -0.173
N  0.456  0.168  2.028
C  3.054  -4.920  -0.401
C  -3.740  2.385  -2.139
C  2.284  -0.486  3.832
C  2.047  -4.282  -1.139
C  4.026  -4.139  0.232
C  -3.221  0.149  -1.283
C  2.020  -2.908  -1.243
C  1.033  -0.046  4.268
C  1.744  -0.154  1.695
C  0.107  0.293  3.299
C  -5.369  3.811  -1.009
C  -4.908  1.493  -0.213
C  -4.370  3.557  -2.051
C  3.996  -2.762  0.129
C  -1.972  0.321  -0.459
C  2.996  -2.145  -0.612
H  -2.929  -0.106  -2.301
H  3.020  -0.806  4.561
H  1.289  -4.876  -1.637
H  -6.206  2.830  0.585
H  -0.901  0.622  3.515
H  0.790  0.007  5.317
H  -3.802  -0.676  -0.871
H  4.748  -2.157  0.616
H  3.904  -6.730  0.048
H  4.810  -4.618  0.806
H  -2.985  2.194  -2.888
H  1.250  -2.421  -1.825
H  2.510  -6.829  -0.916

***

One molecule with the formula C3H7N3O in a non-equilibrium geometry. Source: the Open Molecules 2025 dataset; level of theory: wB97M-V/def2-TZVPD.

## Properties
**E_HOMO**: -9.2 eV
**SMILES**: C=N[C@H](N)C(N)=O
**Lowest unoccupied orbital energy**: 0.6 eV
**Maximum force**: 1.85 eV Å⁻¹
**Orbital gap**: 0.3602 hartree
**ΔE to the lowest compared entry with this formula, charge and spin**: 45.2 kcal per mole
**Total energy**: -357.97792 hartree

CARTESIAN COORDINATES (ANGSTROEM)
O  -0.884  -1.780  1.161
N  0.948  -1.696  -0.196
N  -0.801  0.890  1.536
N  0.881  0.974  -0.255
C  0.547  1.231  -1.461
C  -0.068  -1.146  0.517
C  -0.294  0.354  0.327
H  1.107  -2.684  -0.071
H  -1.119  1.845  1.501
H  1.251  1.157  -2.278
H  -1.465  0.250  1.959
H  1.714  -1.103  -0.481
H  -0.914  0.234  -0.626
H  -0.477  1.527  -1.739

***

One molecule with the formula C7H8 in a non-equilibrium geometry. Source: the Open Molecules 2025 dataset; level of theory: wB97M-V/def2-TZVPD.

## Properties
**E_HOMO**: -8.8 eV
**SMILES**: Cc1ccccc1
**Lowest unoccupied orbital energy**: 1.1 eV
**Maximum force**: 2.21 eV Å⁻¹
**Orbital gap**: 0.3611 hartree
**ΔE to the lowest compared entry with this formula, charge and spin**: 26.2 kcal per mole
**Total energy**: -271.48977 hartree

CARTESIAN COORDINATES (ANGSTROEM)
C  0.607  0.166  1.058
C  1.989  0.880  -0.929
C  -0.291  -0.836  1.396
C  -0.460  0.351  -1.115
C  0.662  0.556  -0.290
C  -1.567  -0.264  -0.511
C  -1.429  -1.066  0.608
H  1.150  0.643  1.869
H  -0.169  -1.213  2.408
H  -0.386  0.651  -2.152
H  1.858  1.329  -1.911
H  -2.346  -1.468  1.026
H  -2.545  0.000  -0.920
H  2.639  0.007  -0.910
H  2.535  1.638  -0.339

***

A 13-piece molecular cluster, C5H32NO14 overall in a non-equilibrium geometry. Source: the Open Molecules 2025 dataset; level of theory: wB97M-V/def2-TZVPD.

## Properties
**E_HOMO**: -5.2 eV
**Lowest unoccupied orbital energy**: 2.7 eV
**Maximum force**: 5.18 eV Å⁻¹
**Orbital gap**: 0.2879 hartree
**ΔE to the lowest compared entry with this formula, charge and spin**: 27.0 kcal per mole
**Charge**: -1
**Total energy**: -1317.87711 hartree

CARTESIAN COORDINATES (ANGSTROEM)
O  -1.835  1.986  -2.238
O  -1.885  3.385  3.062
O  -1.385  0.257  0.958
O  2.716  1.932  2.458
O  0.949  -1.109  -1.565
O  -0.167  3.142  0.118
O  0.250  0.910  -1.163
O  -3.312  1.806  0.190
O  1.243  -3.888  1.651
O  -4.772  -0.454  0.298
O  -1.782  -3.117  2.722
O  -1.070  -2.303  0.062
O  -2.497  -1.726  -2.109
O  0.184  1.309  2.680
N  4.064  -2.281  -0.177
C  1.798  0.556  -2.962
C  3.288  0.655  -2.402
C  3.556  -1.562  -1.248
C  0.901  0.083  -1.823
C  3.783  -0.175  -1.312
H  2.995  -2.184  -1.929
H  3.530  1.740  -2.240
H  4.116  0.377  -0.398
H  0.696  3.288  0.596
H  -2.382  2.164  -1.494
H  -3.466  2.388  0.876
H  1.310  -3.494  0.824
H  -3.391  -1.397  -1.998
H  4.174  -1.752  0.641
H  0.399  -3.833  2.024
H  3.715  -3.120  0.137
H  -0.451  1.694  1.991
H  -1.785  -2.881  1.858
H  -1.418  3.406  2.234
H  1.791  1.908  2.772
H  -2.473  1.498  0.076
H  -2.041  -0.884  -2.450
H  -1.542  2.480  3.332
H  -0.997  1.913  -1.847
H  1.752  -0.188  -3.772
H  -1.033  -0.717  0.988
H  -0.814  0.560  0.165
H  3.827  0.191  -3.325
H  -4.319  0.396  0.425
H  1.498  1.557  -3.309
H  0.247  2.520  -0.588
H  -1.760  -2.362  -0.596
H  -4.522  -0.982  1.039
H  0.561  0.468  2.295
H  -2.235  -2.384  3.135
H  -0.275  -2.007  -0.500
H  2.799  1.219  1.773

***

C39H39N4O9RuS as an isolated structure in a non-equilibrium geometry. Source: the Open Molecules 2025 dataset; level of theory: wB97M-V/def2-TZVPD.

## Properties
**E_HOMO (alpha / beta)**: -10.7 / -11.0 eV
**Expectation value of S²**: 6.038
**Lowest unoccupied orbital energy (alpha / beta)**: -3.0 / -5.1 eV
**Maximum force**: 2.84 eV Å⁻¹
**Orbital gap (alpha / beta)**: 0.2835 / 0.2166 hartree
**ΔE to the lowest compared entry with this formula, charge and spin**: 30.7 kcal per mole
**Charge**: +1
**2S+1**: 5
**Total energy**: -2898.42744 hartree

CARTESIAN COORDINATES (ANGSTROEM)
Ru  11.310  16.979  11.504
S  7.718  12.940  6.859
O  11.133  14.254  14.138
O  7.845  12.653  5.437
O  12.291  20.195  16.367
O  12.508  18.842  11.324
O  15.963  15.123  13.106
O  9.835  15.655  11.211
O  6.453  13.189  7.568
O  10.217  16.779  9.320
O  10.245  18.831  11.360
N  12.872  17.586  15.413
N  8.595  14.268  7.044
N  11.455  16.933  13.522
N  13.747  16.709  13.440
C  10.835  18.152  19.065
C  10.127  23.004  11.293
C  13.453  13.396  11.006
C  12.793  21.319  17.100
C  11.474  16.756  17.227
C  8.037  11.101  8.851
C  12.601  15.519  11.672
C  11.379  19.475  11.362
C  9.168  17.306  14.446
C  11.892  19.139  17.131
C  8.800  10.223  9.590
C  8.141  15.315  7.937
C  12.454  14.324  10.978
C  12.017  17.824  16.529
C  17.306  15.023  12.598
C  14.675  13.629  11.688
C  12.624  17.055  14.156
C  9.581  15.908  9.975
C  9.907  11.417  7.313
C  10.158  9.927  9.251
C  14.872  14.867  12.311
C  12.588  21.535  11.561
C  11.344  20.930  11.280
C  11.297  23.592  11.766
C  10.170  21.659  11.022
C  13.785  15.756  12.409
C  10.978  12.854  13.773
C  8.799  14.649  14.831
C  10.793  16.910  18.394
C  11.059  8.982  10.026
C  10.229  16.457  14.111
C  7.930  16.864  14.817
C  12.528  22.925  11.869
C  10.027  15.054  14.235
C  10.605  10.435  8.031
C  7.726  15.496  14.925
C  8.474  15.013  9.389
C  8.598  11.686  7.722
C  11.279  19.258  18.371
H  8.687  13.619  15.111
H  10.571  8.742  11.001
H  8.760  13.989  9.692
H  10.407  11.958  6.491
H  8.588  16.305  7.605
H  14.645  16.910  13.886
H  11.620  15.745  16.878
H  9.346  18.335  14.245
H  17.731  16.022  12.715
H  11.093  20.269  18.766
H  13.768  18.023  15.511
H  13.307  22.051  16.475
H  13.299  12.438  10.543
H  12.032  9.503  10.230
H  12.010  21.919  17.662
H  17.792  14.287  13.295
H  10.203  12.649  13.016
H  10.197  16.117  18.873
H  10.528  18.284  20.141
H  11.482  14.105  10.531
H  11.974  12.504  13.372
H  10.775  12.194  14.682
H  6.726  15.149  15.028
H  9.295  14.460  6.339
H  17.360  14.749  11.553
H  9.301  21.129  10.569
H  11.314  24.641  12.034
H  8.426  9.780  10.493
H  6.971  11.249  9.070
H  7.051  15.334  7.894
H  13.535  21.002  11.572
H  9.184  23.570  11.227
H  13.563  21.001  17.784
H  7.672  15.269  10.042
H  11.572  10.253  7.599
H  11.277  8.015  9.508
H  7.151  17.583  14.995
H  15.412  12.834  11.737
H  13.390  23.490  12.289